{"formula": "C9H21ClN3NiO3", "method": "wB97M-V/def2-TZVPD", "elements": ["Ni", "Cl", "C", "C", "O", "N", "C", "H", "H", "H", "H", "H", "H", "H", "C", "C", "O", "N", "C", "H", "H", "H", "H", "H", "H", "H", "C", "C", "O", "N", "C", "H", "H", "H", "H", "H", "H", "H"], "positions_angstrom": [[-0.421077, 0.830789, 27.206162], [-2.060349, -0.306068, 28.553519], [-1.403367, -1.525445, 32.601565], [-2.888694, -1.764812, 32.434139], [-3.490937, -2.405562, 33.277329], [-3.471806, -1.236528, 31.331452], [-4.899894, -1.132412, 31.159908], [-1.213605, -0.836780, 33.423124], [-0.866164, -1.145900, 31.727420], [-0.927282, -2.474914, 32.848494], [-2.898265, -0.866366, 30.586116], [-5.451313, -1.563669, 31.990545], [-5.222577, -1.701549, 30.278408], [-5.180929, -0.088962, 31.014472], [-4.646435, -2.527610, 27.413825], [-4.315053, -3.693946, 28.273775], [-5.053803, -4.707346, 28.159555], [-3.263180, -3.634426, 29.040969], [-2.866566, -4.634303, 30.025468], [-4.126271, -2.547087, 26.452928], [-4.360187, -1.556497, 27.828518], [-5.711406, -2.463584, 27.187607], [-2.767241, -2.751937, 29.061479], [-3.599515, -5.403208, 30.236855], [-2.563740, -4.047821, 30.896538], [-1.919141, -5.110953, 29.758259], [-1.004931, 2.861431, 30.347592], [0.342539, 2.539625, 29.779721], [0.408499, 1.957478, 28.695313], [1.418356, 2.887198, 30.492569], [2.788406, 2.795622, 30.007876], [-0.985761, 3.405602, 31.294354], [-1.535855, 1.924514, 30.507806], [-1.548991, 3.511990, 29.664499], [1.214525, 3.436540, 31.308811], [3.100576, 3.770701, 29.635438], [2.895226, 2.100050, 29.180225], [3.420713, 2.440107, 30.817167]], "forces_ev_per_angstrom": [[-0.5, 0.0, 1.5], [0.4, 0.0, -0.8], [0.6, -0.2, -0.4], [0.4, -0.2, 0.5], [-0.2, 0.2, -0.2], [0.0, 0.0, -0.1], [-0.3, -0.3, -0.5], [-0.2, 0.0, 0.1], [-0.4, 0.1, -0.1], [-0.1, 0.0, 0.2], [0.1, 0.3, 0.3], [0.3, 0.1, 0.3], [0.0, 0.1, 0.0], [-0.1, -0.1, 0.1], [-0.9, 1.1, -1.2], [1.8, 1.2, 0.3], [-0.5, -0.6, 0.0], [-0.9, -0.8, -0.1], [1.5, 0.3, 0.5], [0.1, -0.6, 0.1], [0.2, -0.4, 0.6], [0.0, -0.3, 0.1], [0.1, 0.4, -0.2], [-0.3, 0.3, 0.0], [-0.6, -0.3, 0.3], [-0.3, -0.1, -0.5], [-0.1, 0.4, 0.6], [-0.5, 0.1, 0.3], [0.7, -0.4, -1.1], [-0.4, -0.2, -0.6], [0.1, 0.1, 0.0], [0.3, -0.1, 0.0], [-0.2, 0.0, -0.2], [-0.1, -0.3, -0.2], [0.3, 0.0, 0.1], [0.2, 0.0, 0.2], [-0.4, -0.1, 0.1], [0.1, 0.2, 0.0]], "lumo_energy_ev": [-3.13, -7.82], "de_lowest_kj_mol": 0.0, "s_squared": 2.01, "total_charge": 1, "spin_multiplicity": 3, "orbital_gap_ha": [0.326, 0.128]}

---

{"formula": "C19H24N2O4P2S", "method": "wB97M-V/def2-TZVPD", "elements": ["C", "C", "O", "N", "C", "C", "C", "C", "C", "C", "C", "C", "C", "C", "C", "N", "P", "P", "O", "O", "O", "C", "C", "C", "C", "C", "C", "S", "H", "H", "H", "H", "H", "H", "H", "H", "H", "H", "H", "H", "H", "H", "H", "H", "H", "H", "H", "H", "H", "H", "H", "H"], "positions_angstrom": [[5.053860, -2.828195, 0.970835], [3.850267, -2.125435, 0.381944], [3.079323, -2.723727, -0.339508], [3.673475, -0.729998, 0.593339], [4.050583, -0.191989, 1.897927], [4.134903, 0.043355, -0.571631], [3.009462, 0.853080, -1.253156], [1.808671, 1.118432, -0.347703], [0.734664, 1.914873, -1.091736], [-0.487665, 2.263566, -0.280230], [-0.558037, 3.525449, 0.304927], [-1.678388, 3.950533, 1.007266], [-2.784461, 3.120979, 1.095901], [-2.726632, 1.852571, 0.531294], [-1.575394, 1.393774, -0.115799], [-1.507479, 0.064916, -0.662048], [-0.731951, -1.091660, 0.415881], [-1.981287, -1.726124, 2.081040], [-1.181463, -2.766042, 2.741193], [-2.227559, -0.412069, 2.966826], [-3.432830, -2.247246, 1.618946], [-2.706534, -0.397404, -1.304341], [-2.577799, -1.181877, -2.445012], [-3.697895, -1.701372, -3.079944], [-4.969361, -1.409738, -2.592886], [-5.108776, -0.604886, -1.474846], [-3.981866, -0.108489, -0.821350], [-4.184246, 0.860552, 0.628940], [5.177796, -2.638897, 2.034597], [4.916762, -3.898700, 0.833143], [5.960328, -2.516412, 0.448778], [4.245888, 0.876032, 1.793268], [3.219690, -0.290796, 2.598887], [4.952396, -0.638448, 2.319715], [4.970444, 0.691222, -0.295771], [4.515490, -0.668418, -1.307624], [2.654423, 0.287484, -2.118880], [3.399140, 1.811377, -1.609249], [2.103449, 1.640624, 0.566756], [1.393744, 0.155839, -0.061360], [0.423124, 1.340266, -1.968026], [1.174306, 2.853709, -1.440490], [0.286809, 4.195352, 0.197532], [-1.692953, 4.941025, 1.445812], [-3.688483, 3.459809, 1.586662], [-0.954749, -2.250477, -0.342565], [-3.087595, -0.377249, 3.399615], [-4.176364, -1.793473, 2.030666], [-1.584751, -1.404435, -2.817810], [-3.566259, -2.326999, -3.953670], [-5.842845, -1.805177, -3.093751], [-6.095371, -0.359088, -1.102301]], "forces_ev_per_angstrom": [[-0.3, -0.3, 0.3], [-0.7, -0.1, -0.3], [0.5, 0.4, 0.1], [0.8, -0.3, 0.2], [-0.1, 0.3, -0.2], [-0.6, -0.1, -0.4], [-0.1, 0.1, 0.3], [0.0, -0.1, -0.3], [0.0, -0.1, 0.1], [0.0, 0.1, 0.1], [-0.1, 0.0, 0.2], [0.1, -0.1, -0.1], [0.2, 0.1, -0.1], [0.0, 0.0, 0.0], [0.1, 0.2, -0.1], [-0.6, -0.5, 0.7], [0.5, 0.6, -0.1], [0.2, -0.7, 0.0], [-0.1, 0.1, -0.1], [-0.2, 0.0, -0.1], [0.0, 0.2, 0.3], [0.0, 0.0, -0.2], [-0.2, -0.1, -0.1], [0.1, 0.1, 0.2], [0.2, -0.1, -0.1], [0.1, 0.0, 0.0], [0.0, -0.1, -0.2], [0.0, 0.0, 0.1], [0.1, 0.0, 0.0], [0.0, 0.0, -0.1], [0.0, 0.1, 0.0], [0.0, 0.0, 0.0], [0.1, -0.1, 0.1], [0.0, 0.0, 0.0], [0.0, 0.0, 0.2], [0.1, 0.1, 0.0], [0.0, 0.1, 0.0], [0.1, -0.1, -0.1], [0.0, 0.0, 0.0], [0.1, 0.1, 0.2], [0.0, 0.0, 0.0], [-0.1, 0.0, -0.1], [0.0, 0.0, 0.0], [-0.1, -0.1, 0.0], [0.0, -0.1, 0.0], [-0.2, -0.1, 0.0], [0.1, 0.1, 0.1], [-0.1, 0.0, -0.2], [0.0, 0.1, 0.0], [-0.1, 0.0, 0.0], [0.0, 0.0, 0.0], [0.0, 0.0, 0.0]], "lumo_energy_ev": 0.21, "orbital_gap_ha": 0.306}

---

{"formula": "C2H6MgO2", "method": "wB97M-V/def2-TZVPD", "elements": ["O", "Mg", "C", "C", "H", "H", "H", "H", "H", "O", "H"], "positions_angstrom": [[-1.881170, 0.624995, 0.670072], [-2.682590, -1.057810, 0.448500], [0.152900, -0.202079, 0.746596], [1.547936, -0.156245, 1.308155], [0.276380, -0.027172, -0.334853], [0.393668, -0.726070, 2.008075], [2.271286, 0.178122, 0.553096], [1.570153, 0.599214, 2.112912], [1.385513, -1.570314, 0.983828], [-0.383505, -1.950616, 0.587454], [-0.069333, -2.545925, -0.097221]], "forces_ev_per_angstrom": [[-0.3, -0.6, 0.0], [2.3, 0.4, 0.4], [0.9, -2.3, 0.4], [0.0, -1.2, -2.6], [-1.5, 0.5, 0.5], [-2.3, 1.1, -1.3], [0.4, -0.4, 0.2], [0.5, -1.3, 0.7], [1.1, 3.1, 2.0], [-1.4, 0.8, 0.3], [0.3, 0.0, -0.6]], "lumo_energy_ev": [-6.40, -6.29], "de_lowest_kj_mol": 778.2, "s_squared": 0.79, "total_charge": 1, "spin_multiplicity": 2, "orbital_gap_ha": [0.241, 0.279]}

---

{"formula": "C3H8N2OS", "method": "wB97M-V/def2-TZVPD", "elements": ["N", "C", "O", "C", "N", "C", "S", "H", "H", "H", "H", "H", "H", "H", "H"], "positions_angstrom": [[-1.917795, 1.354650, 0.161331], [-1.674854, -0.010677, 0.148731], [-2.465400, -0.807241, -0.292342], [-0.220604, -0.424697, 0.435703], [0.120022, 0.192032, 1.754419], [0.632640, -0.231512, -0.835939], [2.460159, -0.087293, -0.706029], [-1.465933, 1.828774, 0.937372], [-2.890742, 1.642465, 0.152840], [-0.152773, -1.506510, 0.541687], [0.930342, -0.119290, 2.267756], [0.218020, 1.193520, 1.669357], [0.582783, -1.087373, -1.482647], [0.290656, 0.659189, -1.393075], [2.627546, -0.864219, 0.388195]], "forces_ev_per_angstrom": [[0.1, 0.3, 1.2], [0.4, -0.3, -1.2], [-0.3, -0.1, 0.2], [0.6, -0.2, 1.3], [-0.3, 0.3, -0.9], [0.5, 1.2, -0.4], [-0.1, 0.3, 0.8], [0.1, 0.0, -0.3], [0.0, -0.5, -0.3], [-0.7, 0.0, 0.6], [0.2, -0.5, -0.5], [0.2, 0.1, -0.1], [-0.9, -0.3, -0.2], [0.3, -0.3, 0.2], [-0.1, 0.1, -0.3]], "lumo_energy_ev": 0.67, "de_lowest_kj_mol": 89.4, "orbital_gap_ha": 0.365}

---

{"formula": "C5H6N2", "method": "wB97M-V/def2-TZVPD", "elements": ["N", "C", "C", "C", "C", "C", "N", "H", "H", "H", "H", "H", "H"], "positions_angstrom": [[-0.279855, -2.437175, 1.059762], [-0.789713, -1.703094, 0.327788], [-1.289808, -0.365955, 0.106527], [-0.429355, 0.751885, 0.562456], [1.054757, 0.518930, 0.345566], [0.661125, 0.186129, -1.109587], [-0.779289, 0.556054, -0.887051], [-2.346581, -0.296256, 0.343122], [-0.858962, 1.547648, 1.161957], [1.624011, 1.449210, 0.411661], [1.548620, -0.247427, 0.953985], [1.073335, 0.858287, -1.861009], [0.811607, -0.852192, -1.419147]], "forces_ev_per_angstrom": [[-0.2, -0.7, -1.0], [0.8, 0.1, 1.7], [-0.2, 0.1, 0.1], [-0.1, 0.4, 0.3], [0.0, 0.0, 0.0], [0.2, -0.1, -0.3], [0.0, 0.1, -0.3], [0.0, 0.2, -0.3], [0.0, 0.0, -0.1], [-0.1, -0.1, 0.0], [-0.2, 0.1, -0.2], [0.1, -0.1, 0.1], [-0.1, 0.1, 0.0]], "lumo_energy_ev": 0.92, "de_lowest_kj_mol": 267.6, "orbital_gap_ha": 0.391}

---

{"formula": "C2H4N3O", "method": "wB97M-V/def2-TZVPD", "elements": ["O", "N", "C", "N", "C", "N", "H", "H", "H", "H"], "positions_angstrom": [[-1.893289, 1.080531, 0.931992], [-0.949661, 0.682296, 0.341770], [-0.238173, -0.581579, 0.681368], [0.819872, -0.593273, -0.260471], [0.646250, 0.573209, -1.069048], [-0.383543, 1.261075, -0.681648], [-0.940816, -1.424965, 0.564741], [0.086421, -0.565200, 1.731380], [1.563952, -1.268019, -0.349090], [1.288986, 0.835925, -1.890994]], "forces_ev_per_angstrom": [[0.0, 0.1, -0.2], [0.4, -1.0, 0.6], [-0.2, -1.1, 0.9], [-0.2, 3.5, -2.7], [0.7, -4.2, 2.8], [-0.8, 2.2, -1.1], [0.1, 0.4, -0.1], [-0.1, 0.2, -0.2], [0.0, -0.1, 0.0], [0.1, 0.0, -0.1]], "lumo_energy_ev": -6.93, "de_lowest_kj_mol": 270.0, "total_charge": 1, "orbital_gap_ha": 0.339}

---

{"formula": "CH4NaO3P", "method": "wB97M-V/def2-TZVPD", "elements": ["C", "P", "O", "O", "O", "H", "H", "H", "H", "Na"], "positions_angstrom": [[-1.053783, -0.118393, 0.165935], [0.571416, 0.506790, 0.276607], [0.818768, 1.343451, 1.463701], [1.638241, -0.719824, 0.211618], [0.937782, 1.257596, -1.091642], [-1.349333, -0.264288, 1.206977], [-1.022894, -1.133046, -0.267882], [1.818691, -0.934586, 1.131242], [0.410318, 0.943569, -1.828225], [-2.769204, -0.881268, -1.268331]], "forces_ev_per_angstrom": [[-0.4, -0.6, -0.5], [-0.4, 0.3, 0.4], [0.1, 0.0, -0.1], [-0.1, 0.0, -0.1], [0.2, 0.0, -0.3], [-0.3, 0.1, 0.0], [0.8, -0.2, 0.4], [0.2, -0.2, 0.1], [-0.1, 0.0, 0.0], [-0.1, 0.5, 0.1]], "lumo_energy_ev": -1.47, "orbital_gap_ha": 0.231}

---

{"formula": "C34H23ClF5IrNO3SSi", "method": "wB97M-V/def2-TZVPD", "elements": ["Ir", "F", "C", "C", "C", "F", "C", "F", "C", "F", "C", "F", "C", "C", "C", "C", "C", "C", "Si", "C", "C", "C", "C", "C", "C", "C", "C", "C", "C", "C", "C", "H", "H", "H", "H", "H", "H", "H", "H", "H", "H", "H", "H", "H", "H", "H", "C", "C", "C", "C", "Cl", "C", "C", "C", "O", "C", "C", "O", "O", "H", "H", "H", "H", "H", "H", "H", "H", "S", "C", "N"], "positions_angstrom": [[0.114671, 0.422031, -0.225446], [1.133856, -0.674010, 2.578949], [2.186347, -0.639621, 1.734811], [1.995998, -0.239390, 0.421337], [3.126570, -0.238401, -0.378598], [3.008022, 0.087992, -1.677458], [4.381236, -0.581701, 0.090612], [5.445844, -0.565162, -0.714967], [4.527842, -0.959584, 1.415108], [5.726482, -1.293437, 1.883686], [3.421055, -0.992552, 2.247837], [3.561927, -1.355790, 3.524505], [0.915220, 4.879014, 3.931063], [0.300328, 5.624803, 2.933051], [-0.080201, 5.013879, 1.748230], [0.155933, 3.651332, 1.536243], [0.769660, 2.918167, 2.549941], [1.145929, 3.524423, 3.739856], [-0.338796, 2.909255, -0.109458], [-1.937115, 3.682477, -0.687629], [-3.016000, 3.714259, 0.200514], [-4.222268, 4.290813, -0.158117], [-4.371500, 4.854067, -1.418847], [-3.308794, 4.838707, -2.311215], [-2.103117, 4.257493, -1.948066], [1.036745, 2.935543, -1.395154], [0.799008, 2.560635, -2.726709], [1.817569, 2.584131, -3.663828], [3.099651, 2.962084, -3.285885], [3.361344, 3.310704, -1.966179], [2.343086, 3.290487, -1.029928], [1.208549, 5.353851, 4.858819], [0.113556, 6.680977, 3.080385], [-0.573242, 5.603964, 0.982526], [0.948499, 1.855927, 2.421406], [1.615984, 2.934094, 4.516862], [-2.914435, 3.279210, 1.191719], [-5.048071, 4.295952, 0.542298], [-5.313884, 5.304040, -1.704123], [-3.416821, 5.283558, -3.292776], [-1.282863, 4.264801, -2.657268], [-0.195130, 2.244319, -3.027108], [1.614698, 2.298170, -4.688127], [3.899002, 2.972490, -4.015944], [4.362962, 3.596036, -1.670136], [2.552740, 3.568809, -0.002064], [-1.734418, -6.010319, 1.424957], [-2.751005, -4.986118, 1.024115], [-3.935282, -4.819385, 1.721058], [-4.846098, -3.842843, 1.339834], [-6.313645, -3.654762, 2.248210], [-4.601902, -3.022522, 0.257842], [-3.421152, -3.184492, -0.458980], [-2.505311, -4.149987, -0.073203], [-1.323406, -4.374684, -0.720564], [-0.869505, -3.382148, -1.600534], [-0.633546, -2.038918, -0.925311], [-0.581493, -1.002473, -1.677624], [-0.462889, -1.950036, 0.300479], [-2.060956, -6.546617, 2.314424], [-0.772019, -5.539724, 1.631335], [-1.573575, -6.732982, 0.622622], [-4.150511, -5.445101, 2.577599], [-5.314771, -2.263003, -0.030941], [-3.243954, -2.543381, -1.315078], [-1.530685, -3.238629, -2.459791], [0.094442, -3.726293, -1.976175], [-1.776125, -0.004486, 1.492832], [-3.030682, 0.165965, 0.422386], [-3.916020, 0.281345, -0.320629]], "forces_ev_per_angstrom": [[0.1, 0.3, 0.0], [0.1, 0.0, 0.1], [0.0, 0.0, -0.1], [0.1, 0.0, 0.3], [-0.2, 0.0, 0.0], [0.1, 0.0, 0.0], [0.0, 0.0, -0.1], [0.0, 0.0, 0.0], [-0.1, 0.0, 0.0], [0.1, 0.0, 0.0], [0.0, 0.0, 0.0], [0.0, 0.0, 0.0], [0.0, 0.0, 0.0], [0.0, 0.0, 0.0], [0.0, 0.0, 0.0], [-0.1, 0.0, -0.2], [0.0, -0.1, 0.0], [0.0, 0.0, 0.0], [0.0, -0.2, -0.2], [0.1, 0.0, 0.1], [0.0, -0.1, 0.1], [-0.1, 0.0, 0.0], [0.0, 0.0, 0.0], [-0.1, 0.0, 0.0], [0.1, 0.0, -0.1], [-0.1, 0.0, 0.1], [-0.1, 0.0, 0.0], [0.0, 0.0, 0.0], [0.0, 0.0, 0.0], [0.0, 0.0, 0.0], [0.0, 0.1, 0.1], [0.0, 0.0, 0.0], [0.0, 0.0, 0.0], [0.0, 0.0, 0.0], [0.0, 0.0, 0.0], [0.0, 0.0, 0.0], [0.0, 0.0, 0.0], [0.0, 0.0, 0.0], [0.0, 0.0, 0.0], [0.0, 0.0, 0.0], [0.0, 0.0, 0.0], [0.0, 0.0, 0.0], [0.0, 0.0, 0.0], [0.0, 0.0, 0.0], [0.0, 0.0, 0.0], [0.0, 0.0, 0.0], [0.0, -0.1, 0.0], [0.0, 0.1, -0.1], [0.0, 0.1, -0.1], [0.0, 0.0, -0.1], [-0.1, 0.0, 0.1], [0.0, -0.1, 0.0], [0.0, 0.0, 0.0], [-0.2, -0.1, 0.1], [0.2, 0.1, 0.0], [0.0, 0.1, 0.0], [-0.1, 0.2, -0.5], [0.0, -0.2, 0.1], [0.0, -0.2, 0.3], [0.0, 0.0, 0.0], [0.0, 0.0, 0.0], [0.0, 0.0, 0.0], [0.0, 0.0, 0.0], [0.0, 0.0, 0.0], [0.0, 0.0, 0.1], [0.0, 0.0, 0.1], [0.0, 0.0, 0.0], [0.1, 0.0, 0.0], [-0.1, 0.0, 0.0], [0.1, 0.0, 0.0]], "lumo_energy_ev": [0.39, -3.66], "de_lowest_kj_mol": 0.0, "s_squared": 8.78, "spin_multiplicity": 6, "orbital_gap_ha": [0.278, 0.176]}